(1)
Density functional theory data (the ωB97M-V functional and the def2-TZVPD basis) for a cluster of 2 separate species, C2H6Cl2O3Si in total.

Last column: natural (NBO) charge in e.
Cartesian coordinates (Å):
C 1.12433 0.90518 -0.88882  -1.179
C -1.89870 1.60520 -0.77278  -0.696
O 0.81573 -2.92194 1.54960  -0.463
O -0.76544 -0.66316 0.92315  -1.210
O 2.15199 -2.39913 1.70060  -0.621
Si -0.53408 0.42025 -0.10905  2.055
Cl -2.83123 0.96260 -2.24394  -0.030
Cl -1.10072 3.16629 -1.01652  0.020
H 2.00903 0.38472 -0.25384  0.291
H 1.23367 0.41180 -1.76123  0.252
H 1.40605 1.91627 -1.01722  0.265
H -2.63216 1.62455 0.01803  0.247
H 0.71711 -3.30113 2.43628  0.517
H 0.30441 -2.11151 1.43575  0.551

Output
- HOMO (eV) = -8.398
- 2S+1 = 1
- strongest force on any atom (eV/A) = 5.3
- total charge = 0

=====

(2)
Density functional theory data (the ωB97M-V functional and the def2-TZVPD basis) for a cluster of 2 separate species, C2H6F2N2O2 in total.

Last column: natural (NBO) charge in e.
Cartesian coordinates (Å):
C 0.74438 -0.39073 -0.00479  0.617
C -0.14919 0.85515 0.06933  0.725
N 0.43630 -1.21587 -1.15865  -0.837
N -1.95546 -0.07687 0.12724  -0.903
O 0.72022 -1.15402 1.14152  -0.658
O -0.04469 1.72737 1.02900  -0.691
F 2.03488 0.15286 -0.18112  -0.380
F -0.18465 1.44246 -1.17480  -0.351
H 1.14730 -1.84274 -1.25763  0.388
H 0.22055 -0.57230 -1.88696  0.393
H -1.99953 -0.29458 1.12857  0.331
H -1.42444 -0.85304 -0.35125  0.355
H 0.74347 -0.44834 1.79642  0.480
H -0.28914 2.67066 0.72311  0.531

Output
- HOMO (eV) = -9.441
- 2S+1 = 1
- strongest force on any atom (eV/A) = 5.9
- total charge = 0

=====

(3)
Density functional theory data (the ωB97M-V functional and the def2-TZVPD basis) for a structure of composition C2H6F6Li2NO7S2.

Last column: natural (NBO) charge in e.
Cartesian coordinates (Å):
Li -0.51220 -1.23881 -0.72129  0.882
Li 1.90175 0.40366 -1.33060  0.968
C 2.46209 1.09933 1.87272  0.817
F 2.33087 2.25646 1.14166  -0.318
F 3.62180 0.51422 1.61280  -0.288
F 2.32121 1.39353 3.15198  -0.262
S 0.95523 -0.13785 1.37766  2.046
O 1.56302 -1.39345 1.01457  -0.955
O 0.09259 -0.20890 2.55451  -0.812
N 0.29739 0.51858 -0.09901  -1.362
S -0.65358 1.61206 0.43211  2.133
O -1.99281 0.99965 0.54789  -0.920
O -0.37990 2.58209 1.51711  -0.839
C -0.90682 2.78505 -1.01004  0.743
F -1.32308 2.25178 -2.17440  -0.314
F -1.82146 3.70009 -0.62987  -0.289
F 0.23095 3.41476 -1.12494  -0.310
O -1.01264 -2.44190 0.75611  -0.972
H -1.40747 -3.27423 0.49614  0.493
H -0.33859 -2.68399 1.39114  0.506
O 0.87119 -2.47516 -1.56956  -0.985
H 1.22225 -3.22647 -1.09153  0.514
H 1.05192 -2.67005 -2.48912  0.500
O -2.51363 -1.18011 -1.70914  -0.968
H -3.08500 -0.58175 -2.19053  0.505
H -2.97505 -2.01858 -1.72649  0.488

Output
- HOMO (eV) = -13.590
- 2S+1 = 1
- strongest force on any atom (eV/A) = 10.4
- total charge = +1

=====

(4)
Density functional theory data (the ωB97M-V functional and the def2-TZVPD basis) for a structure of composition C2H6HgO3.

Last column: natural (NBO) charge in e.
Cartesian coordinates (Å):
O -0.79005 -1.09019 0.05987  -0.419
Hg -1.29008 0.28864 -1.33272  1.468
O -1.76018 -0.04876 0.45639  -0.655
C 0.33248 -1.07127 0.92722  -0.076
C 1.17629 0.18017 0.79772  -0.656
H -0.03341 -1.20655 1.95640  0.192
H 0.90798 -1.96555 0.64620  0.193
H 0.70251 1.02919 1.30880  0.227
H 2.15954 0.01241 1.25716  0.226
H 1.34042 0.43652 -0.26009  0.204
O -1.27734 1.25153 -2.85828  -1.188
H -1.46815 2.18387 -2.95866  0.483

Output
- HOMO (eV) = -8.870
- 2S+1 = 1
- strongest force on any atom (eV/A) = 6.3
- total charge = 0

=====

Short version: HOMO-LUMO gap = 7.823 9.846 8.969 9.500 eV, in the order given.
Short version: electronic energy = -1515.236243 -539.460313 -2071.695809 -458.714853 Eh, in the order given.